(1)
DFT (ωB97M-V/def2-TZVPD) results for C42H51BCeN8O3S3 as an isolated structure.

* E_tot: -3988.8474 Eh
* highest occupied orbital energy (alpha / beta): -12.03 / -12.05 eV
* charge: +2
* E_LUMO (alpha / beta): -0.272 / -0.271 hartree

Geometry as XYZ:
```
109
Properties=species:S:1:pos:R:3:forces:R:3:lowdin_charge:R:1
Ce 2.1774 0.9240 1.3722 3.0 -0.4 1.7 0.881
C -2.5060 4.6359 1.3556 0.7 -0.1 -0.8 -0.030
C -2.1826 3.6189 0.2857 -0.2 -0.7 1.7 -0.210
C -2.7419 3.5783 -0.9362 -0.2 0.2 0.0 0.084
C -2.4489 2.5442 -1.8661 -1.1 0.7 -0.4 -0.195
N -1.6149 1.6183 -1.5794 0.3 -1.2 0.2 0.209
N -1.1343 1.5586 -0.3117 -0.5 2.4 1.0 0.016
B -0.4358 0.3311 -0.0291 0.2 -1.8 -0.7 -0.561
N 0.5520 -0.0144 -1.0975 0.8 -1.5 0.8 0.019
N 0.4491 -1.3775 -1.4386 -1.5 0.8 2.2 0.224
C 0.2542 -1.6906 -2.6590 1.3 -0.7 0.2 -0.204
C 0.5179 -0.7263 -3.6713 -0.3 0.9 0.3 0.090
C 1.0899 0.4636 -3.3207 0.8 -0.4 -1.3 -0.232
C 1.4779 1.4012 -4.4534 -1.2 0.2 0.5 -0.017
C 1.2905 0.7923 -1.9371 -0.7 0.9 0.5 -0.573
S 2.1663 2.1127 -1.3035 -0.8 -0.8 -0.3 0.834
C -0.0500 -3.1465 -2.8737 0.1 -1.9 -1.9 -0.526
C -0.6116 -3.3326 -4.3003 -0.3 0.4 -0.7 -0.056
C -1.0886 -3.6431 -1.8790 -0.5 0.7 1.0 -0.047
C 1.2384 -4.0405 -2.8090 -0.9 0.0 1.0 -0.013
N -1.1341 -0.7253 0.8366 0.3 0.3 0.5 0.065
N -2.4285 -0.8239 0.2728 1.6 -1.0 1.9 0.213
C -3.2172 -1.6365 0.9238 -0.8 -0.3 0.8 -0.209
C -2.9127 -2.3237 2.1553 2.6 1.2 -1.5 0.105
C -1.6583 -2.1800 2.6584 -0.3 0.3 2.0 -0.217
C -1.3371 -2.6205 4.0808 -0.9 0.2 0.8 -0.057
C -0.7038 -1.3231 2.0193 -0.3 0.2 -2.4 -0.523
S 0.9048 -1.2263 2.6314 -0.6 0.5 -0.7 0.812
C -4.6481 -1.6630 0.5304 -1.8 -0.4 -1.7 -0.554
C -4.7586 -1.2340 -0.9637 0.7 0.8 0.3 -0.053
C -5.3757 -3.0412 0.6749 0.1 -0.4 -0.2 -0.036
C -5.3994 -0.6600 1.4118 -0.6 1.7 -0.4 -0.038
C -1.3406 2.5051 0.6658 0.7 -0.2 -0.5 -0.505
S -0.4636 2.3874 2.1645 -0.2 -0.7 -1.8 0.832
C -3.1775 2.5321 -3.2116 1.2 0.6 -0.7 -0.530
C -4.6779 2.5180 -3.0129 -1.3 0.7 -0.3 -0.030
C -2.6440 1.3527 -4.0229 0.3 -0.8 -0.6 -0.048
C -2.7767 3.8524 -3.9400 -0.3 -0.4 0.8 -0.019
H -3.2016 5.3741 0.9795 0.1 0.3 -0.1 0.090
H -1.5416 5.0746 1.6633 -0.6 0.1 0.2 0.096
H -2.9857 4.1646 2.2032 0.1 -0.2 0.3 0.090
H -3.4299 4.3592 -1.2064 -0.1 0.2 -0.2 0.132
H 0.2332 -0.9083 -4.6953 0.2 0.0 -0.1 0.134
H 2.2970 0.9857 -5.0688 -0.3 0.4 0.4 0.108
H 1.7054 2.4023 -4.0083 -0.1 -0.7 -0.9 0.074
H 0.5173 1.4019 -5.0662 1.5 0.6 0.4 0.102
H -1.4709 -2.6789 -4.5213 0.0 -0.1 0.3 0.091
H -0.9735 -4.3654 -4.4413 0.4 0.4 0.0 0.102
H 0.1209 -3.0605 -5.0882 -0.2 -0.5 0.4 0.093
H -1.8169 -2.8357 -1.7875 -0.3 0.0 0.2 0.062
H -0.6355 -3.7463 -0.8900 0.0 -0.1 0.0 0.081
H -1.6773 -4.5534 -2.0767 0.8 0.2 -0.5 0.105
H 2.0141 -3.6257 -3.4396 0.4 -0.1 0.0 0.082
H 0.9947 -5.0682 -3.1238 0.0 0.5 -0.2 0.099
H 1.5419 -4.1577 -1.7516 0.3 0.4 -0.5 0.091
H -3.5844 -2.9229 2.6950 -1.1 -0.5 0.3 0.122
H -2.1775 -3.1392 4.6328 0.7 0.5 -1.1 0.114
H -1.1110 -1.7181 4.6956 -0.1 -0.5 -0.5 0.101
H -0.4640 -3.2440 4.1410 0.4 -0.3 -0.1 0.067
H -4.2216 -1.9741 -1.5861 -0.2 0.5 0.1 0.088
H -4.3152 -0.2044 -1.0633 -0.2 -1.1 -0.2 0.069
H -5.7854 -1.1613 -1.3149 -0.1 -0.2 0.2 0.086
H -4.7643 -3.8850 0.3371 0.1 0.2 -0.2 0.086
H -6.3148 -3.0936 0.0469 1.0 0.4 0.9 0.114
H -5.5968 -3.2888 1.7263 -0.3 0.3 -0.4 0.081
H -4.8482 0.3290 1.4533 -0.5 -1.0 0.1 0.099
H -5.5857 -1.0032 2.4532 0.1 0.2 -0.8 0.099
H -6.3677 -0.4100 0.8736 0.9 -0.5 1.0 0.115
H -5.0623 1.6121 -2.5456 0.1 -0.2 -0.2 0.076
H -5.2479 2.7394 -3.9638 0.8 -0.6 0.8 0.124
H -4.9939 3.3514 -2.3629 0.2 -0.2 -0.1 0.086
H -2.8548 0.4058 -3.5055 0.1 0.2 -0.1 0.080
H -1.5408 1.3958 -4.2089 -0.9 0.2 0.4 0.070
H -3.0925 1.2490 -5.0249 -0.1 0.4 0.4 0.103
H -3.1916 4.7562 -3.4690 0.0 -0.3 -0.2 0.095
H -3.0629 3.8038 -4.9743 -0.3 0.1 -0.4 0.090
H -1.7087 3.9131 -3.9093 0.8 0.3 -0.1 0.079
C 2.8997 5.8034 4.0162 0.1 1.4 -0.2 -0.075
O 2.2561 4.6149 4.3370 -1.0 -2.1 0.7 -0.083
C 2.9226 3.5808 4.9314 1.8 0.0 0.7 -0.171
C 3.6855 3.7543 6.1289 -1.0 -0.1 -0.6 0.021
C 4.4175 2.7511 6.7470 -0.5 -1.7 -0.7 -0.042
C 4.4910 1.4952 6.0984 0.8 0.8 0.2 0.000
C 3.9369 1.3594 4.7959 -0.7 -0.6 1.5 -0.149
C 4.2202 0.1286 4.1329 -0.2 -2.0 -3.6 0.020
N 4.0601 -0.1466 2.7954 -1.0 2.2 2.8 -0.098
N 4.6926 -1.2323 2.3310 0.0 -1.3 -2.3 0.071
C 4.4430 -1.4059 1.0076 0.8 -0.5 1.3 -0.377
O 3.6386 -0.6341 0.3577 -1.9 1.8 0.4 -0.204
C 5.1536 -2.4516 0.1891 0.5 -0.4 1.0 -0.127
C 5.0644 -2.4789 -1.2369 -0.1 0.7 2.1 -0.042
C 5.9367 -3.2525 -1.9435 0.5 -0.2 -1.9 -0.093
C 6.8657 -4.0619 -1.2912 -0.1 -0.5 -0.5 -0.072
C 6.7607 -4.2537 0.0762 -0.2 0.5 0.9 -0.070
C 5.9711 -3.3985 0.8742 -0.6 0.2 -0.5 -0.005
C 3.0549 2.3242 4.2858 0.5 1.6 -1.0 -0.173
O 2.5564 2.1742 3.0168 -0.3 -1.0 -0.3 -0.304
H 2.7626 5.9476 2.9619 -0.2 0.2 -0.7 0.081
H 3.9679 5.7533 4.1348 0.5 0.0 0.6 0.097
H 2.4510 6.6884 4.5203 0.4 -0.8 0.0 0.113
H 3.6535 4.6931 6.6407 -0.2 0.6 0.0 0.121
H 4.8465 2.8875 7.7438 0.0 0.1 -0.5 0.122
H 5.1234 0.6852 6.5401 -0.8 0.7 -0.6 0.135
H 4.6040 -0.7277 4.7049 0.4 0.6 -0.1 0.143
H 4.3685 -1.8124 -1.7086 -0.2 0.2 -0.2 0.096
H 5.9036 -3.2285 -3.0735 0.2 0.0 1.5 0.129
H 7.6305 -4.5863 -1.8852 -0.6 0.0 0.4 0.121
H 7.2751 -5.0814 0.5396 0.4 0.2 0.1 0.106
H 5.9365 -3.4604 2.0015 0.1 0.1 -1.6 0.130
```
Positions in Å, forces in eV/Å.

(2)
DFT (ωB97M-V/def2-TZVPD) results for C38H50FeN2P as an isolated structure.

* spin multiplicity: 5
* E_tot: -3192.3689 Eh
* highest occupied orbital energy (alpha / beta): -0.76 / -2.64 eV
* ⟨S²⟩: 6.090
* charge: -1
* E_LUMO (alpha / beta): 0.080 / 0.080 hartree

Geometry as XYZ:
```
92
Properties=species:S:1:pos:R:3:forces:R:3:lowdin_charge:R:1
C 4.0294 -0.1753 -2.2148 0.0 0.1 -0.1 -0.060
C 3.0669 -1.1883 -1.5965 -0.4 -0.2 -0.1 -0.379
C 3.8382 -2.2361 -0.7886 -0.1 -0.1 0.1 -0.068
C 2.2012 -1.8172 -2.6959 0.2 0.4 0.3 -0.125
C 2.7447 -2.7855 -3.5415 -0.3 0.1 -0.2 -0.036
C 2.0042 -3.2951 -4.6060 -0.1 0.1 0.0 -0.069
C 0.6924 -2.8675 -4.8115 0.2 -0.1 0.1 -0.041
C 0.1097 -1.9292 -3.9577 0.0 -0.1 -0.5 -0.150
C -1.3236 -1.4849 -4.2192 -0.1 0.4 0.2 -0.425
C -2.2849 -2.6671 -4.3313 0.0 -0.1 0.0 -0.061
C -1.4081 -0.5782 -5.4394 0.1 0.1 -0.5 -0.054
C 0.8895 -1.3755 -2.9351 -0.4 0.1 0.4 -0.170
N 0.2746 -0.3604 -2.0858 0.4 -0.7 -1.4 -0.254
P -1.2078 -0.7789 -1.3193 1.3 0.0 2.6 1.082
H 1.2161 0.1341 2.3006 -1.6 0.4 -0.8 0.081
N -1.3174 0.9067 -0.8785 -1.3 0.3 0.0 -0.239
C -2.5636 1.4016 -0.2971 0.1 -0.4 -0.1 -0.162
C -2.5900 2.0478 0.9485 0.5 0.1 0.2 -0.127
C -1.3251 2.2498 1.7923 -0.2 -0.3 -0.4 -0.358
C -1.5312 1.7541 3.2320 -0.1 -0.2 0.1 -0.064
C -0.9011 3.7190 1.7382 0.0 0.1 -0.1 -0.060
C -3.8005 2.5644 1.4212 -0.3 -0.2 -0.4 -0.042
C -4.9818 2.4013 0.6945 0.5 0.0 0.0 -0.067
C -4.9502 1.7082 -0.5126 0.0 0.1 0.3 -0.048
C -3.7553 1.1875 -1.0034 -0.2 0.0 -0.4 -0.151
C -3.7750 0.4385 -2.3309 0.4 -0.1 0.0 -0.423
C -4.0114 1.3899 -3.4928 -0.2 0.3 -0.2 -0.055
C -4.7795 -0.7128 -2.3159 -0.1 0.0 0.1 -0.060
C -0.7299 1.6738 -1.9077 0.6 -0.3 -0.1 -0.136
C 0.1734 0.9533 -2.6012 -0.1 0.4 0.5 -0.137
H 3.4766 0.5889 -2.7725 0.1 0.0 0.0 0.072
H 4.6218 0.3210 -1.4387 -0.1 -0.1 -0.1 0.082
H 4.7151 -0.6784 -2.9093 -0.1 0.1 0.1 0.080
H 2.3909 -0.6494 -0.9207 0.1 -0.1 -0.1 0.106
H 3.1624 -2.9895 -0.3648 0.1 0.2 -0.1 0.084
H 4.5724 -2.7509 -1.4212 -0.1 0.1 0.1 0.067
H 4.3802 -1.7634 0.0403 -0.1 -0.1 -0.2 0.084
H 3.7671 -3.1123 -3.3750 -0.2 0.0 -0.1 0.107
H 2.4492 -4.0248 -5.2827 -0.1 0.1 0.2 0.100
H 0.1129 -3.2579 -5.6536 0.2 0.1 0.3 0.109
H -1.6548 -0.8780 -3.3495 0.3 -0.6 -0.9 0.011
H -2.2253 -3.3067 -3.4405 0.0 0.1 -0.2 0.089
H -3.3245 -2.3270 -4.4381 0.3 0.0 0.0 0.062
H -2.0343 -3.2764 -5.2095 -0.1 0.0 0.2 0.072
H -0.7938 0.3248 -5.3147 -0.2 -0.2 0.0 0.077
H -1.0399 -1.1175 -6.3241 -0.1 0.2 0.0 0.079
H -2.4432 -0.2605 -5.6332 0.3 -0.1 0.1 0.067
H -0.5320 1.6478 1.3304 -0.1 0.2 0.1 0.116
H -1.1510 0.7290 3.3343 -0.1 0.3 0.0 0.075
H -1.0053 2.3858 3.9563 0.0 -0.2 -0.2 0.065
H -2.5906 1.7312 3.5170 0.2 0.1 -0.1 0.071
H -0.7653 4.0294 0.6955 0.0 0.1 0.1 0.074
H -1.6730 4.3570 2.1886 0.2 0.0 -0.1 0.080
H 0.0450 3.8808 2.2665 -0.2 -0.1 0.0 0.071
H -3.8091 3.1003 2.3701 0.0 -0.2 -0.2 0.113
H -5.9132 2.8100 1.0747 0.1 0.0 -0.1 0.099
H -5.8681 1.5844 -1.0859 0.2 0.0 0.1 0.106
H -2.7675 -0.0086 -2.4796 -1.1 0.5 0.0 0.012
H -3.2209 2.1505 -3.5475 -0.2 -0.2 0.0 0.080
H -4.0377 0.8539 -4.4510 0.0 0.1 0.2 0.066
H -4.9694 1.9092 -3.3554 0.1 0.0 -0.2 0.078
H -4.5643 -1.4081 -1.4933 -0.1 0.1 -0.2 0.088
H -5.7976 -0.3266 -2.1785 0.1 -0.2 0.0 0.073
H -4.7522 -1.2794 -3.2557 0.0 0.2 0.2 0.060
H -0.9929 2.7141 -2.0492 0.1 -0.1 0.1 0.118
H 0.8017 1.2820 -3.4217 0.0 -0.1 0.2 0.117
C 0.7861 -2.0917 1.9340 0.1 0.2 -0.1 -0.097
C 1.6741 -0.8138 2.0711 -0.3 -0.4 0.0 -0.193
C 2.5400 -0.8420 3.2699 1.5 -1.3 -0.1 -0.349
C 3.7664 -0.0891 3.4035 0.5 -1.9 -1.5 -0.164
C 4.3667 -0.4976 4.6374 1.2 -1.5 -0.2 -0.192
C 3.4581 -1.4192 5.3074 1.2 -1.2 -0.2 -0.188
C 2.2896 -1.5672 4.5016 0.6 -1.6 -2.1 -0.166
Fe 2.5784 0.3360 4.9196 -0.1 -0.2 -0.3 0.246
C 1.5520 1.9822 4.6012 -0.9 1.3 0.8 -0.204
C 2.8358 2.2639 5.2165 -0.7 1.6 0.8 -0.203
C 2.9115 1.5237 6.4557 -0.7 1.5 1.0 -0.201
C 1.6761 0.7777 6.6118 -0.7 1.3 1.2 -0.203
C 0.8346 1.0592 5.4739 -0.9 1.4 0.7 -0.207
H 0.9057 -2.5390 0.9293 -0.3 0.4 0.2 0.039
H 1.1547 -2.8829 2.6184 -0.3 0.6 -0.2 0.061
H -0.2873 -1.8912 2.1191 0.5 -0.2 -0.1 0.059
H 2.2149 -0.6688 1.1248 0.2 0.0 0.5 0.078
H 4.1375 0.5632 2.6094 0.1 -0.2 0.5 0.110
H 5.3752 -0.2416 4.9470 -0.3 0.1 0.2 0.091
H 3.6442 -1.9929 6.2096 0.0 0.4 0.0 0.091
H 1.3938 -2.1770 4.6334 0.5 0.1 0.3 0.108
H 1.1542 2.4633 3.7098 0.2 -0.2 0.2 0.072
H 3.5574 2.9843 4.8411 -0.1 -0.3 0.1 0.092
H 3.7154 1.5809 7.1861 -0.1 -0.1 -0.3 0.094
H 1.3853 0.1793 7.4734 0.2 0.1 -0.3 0.094
H -0.1934 0.7375 5.3425 0.3 -0.1 0.1 0.079
```
Positions in Å, forces in eV/Å.

(3)
DFT (ωB97M-V/def2-TZVPD) results for C18H28Cl2MnN4OS2 as an isolated structure.

* spin multiplicity: 6
* E_tot: -3863.5035 Eh
* highest occupied orbital energy (alpha / beta): -14.74 / -14.72 eV
* ⟨S²⟩: 8.755
* charge: +2
* E_LUMO (alpha / beta): -0.381 / -0.378 hartree

Geometry as XYZ:
```
56
Properties=species:S:1:pos:R:3:forces:R:3:nbo_charge:R:1
C 2.2537 3.3662 0.2422 0.6 0.8 0.6 -0.547
C 2.5937 2.0136 1.0871 0.5 -0.2 1.0 -0.478
C 3.5228 0.8987 0.3346 0.6 -0.6 1.3 -0.188
Cl 4.9497 1.6436 -0.6590 -1.9 -0.6 1.0 -0.008
C 2.7352 -0.3047 -0.4351 1.8 -1.2 0.0 -0.132
C 3.9381 -1.2591 -1.1017 5.4 -4.6 -4.2 0.237
N 4.8302 -1.9998 -1.6875 -8.2 7.0 5.3 -0.233
C 2.0972 -1.2540 0.7881 0.2 -0.9 0.9 -0.252
N 3.0551 -2.4404 1.0259 -1.5 0.6 1.4 -0.833
C 1.6577 0.0966 -1.5794 -1.4 0.5 -1.6 -0.096
C 2.0943 1.4147 -2.5148 4.6 6.3 -3.9 0.245
N 2.6178 2.4092 -3.1918 -5.3 -8.9 6.3 -0.295
C 0.1477 0.5084 -0.9979 -0.1 1.2 -0.4 -0.474
C -0.7242 1.4110 -2.1000 -1.2 -3.0 0.9 -0.323
C -2.3197 1.1024 -1.7321 0.7 0.1 -2.0 -0.577
S -2.9442 2.0135 -0.2228 0.3 -0.3 -0.2 0.233
C -2.5867 1.1040 1.3718 1.5 -2.1 2.9 -0.045
S -1.3158 1.7402 2.3662 -2.1 -0.8 -2.2 -0.017
N -3.3026 -0.1059 1.9179 0.8 2.3 -4.2 -0.450
C -2.4110 -1.3114 2.0843 2.2 -0.7 2.3 -0.252
C -2.0548 -1.4181 3.7081 -1.2 -0.7 -0.2 -0.640
C -4.6062 -0.4045 1.2265 -1.5 0.4 -0.5 -0.251
C -4.5003 -1.2095 -0.1915 -1.5 -0.9 0.1 -0.691
C 1.4023 -1.0919 -2.7299 0.5 -0.5 -1.1 -0.537
C 0.9662 -2.5393 -2.1283 -4.7 -2.8 2.7 0.545
O -0.1810 -2.8736 -1.5350 7.2 3.0 -3.7 -0.541
Cl 2.1963 -3.9609 -2.3371 -1.8 2.5 0.2 0.017
H 2.8009 3.4847 -0.7834 -0.7 -0.3 2.0 0.300
H 2.3653 4.3238 0.9457 -0.2 -2.1 -1.7 0.287
H 1.0883 3.3246 -0.0139 1.6 -0.8 1.2 -0.078
H 1.6398 1.4716 1.5586 1.9 1.4 -1.2 0.262
H 3.2195 2.3680 2.0413 -1.3 -0.6 -2.3 0.289
H 4.1040 0.3506 1.2269 -1.4 1.1 -2.1 0.280
H 1.0317 -1.6663 0.5348 2.0 1.0 0.4 0.231
H 2.0804 -0.6729 1.8243 -0.3 -0.8 -2.5 0.220
H 3.4179 -2.4064 2.0241 -0.6 0.0 -1.8 0.385
H 2.5168 -3.3379 0.9741 0.7 1.1 -0.1 0.394
H 0.1882 1.1683 -0.0325 0.1 -1.4 -1.5 0.232
H -0.5237 -0.4169 -0.7536 1.6 1.5 -0.6 0.291
H -0.5825 1.0558 -3.2048 0.0 1.0 2.0 0.285
H -0.4546 2.5528 -2.0657 -0.5 -1.3 -0.5 -0.028
H -2.9423 1.5182 -2.6614 1.0 -0.8 2.3 0.282
H -2.4484 -0.0601 -1.7117 0.2 2.3 0.1 0.294
H -1.3564 -1.1581 1.5478 -2.5 -0.4 0.7 0.197
H -2.8974 -2.3391 1.7965 0.6 2.4 0.1 0.256
H -2.2205 -2.5517 4.0232 0.7 2.5 -0.5 0.238
H -2.9110 -0.7952 4.2476 2.2 -1.2 -0.9 0.240
H -0.9745 -1.0354 3.9607 -2.3 -0.8 -0.4 0.226
H -5.2855 -0.9860 1.9942 1.5 1.1 -1.6 0.253
H -5.1670 0.6173 1.0058 1.3 -2.1 0.7 0.228
H -3.4317 -1.5748 -0.4927 -1.9 0.9 0.6 0.215
H -5.1589 -2.1976 -0.0682 1.5 2.1 -0.4 0.262
H -5.0514 -0.5869 -1.0408 1.5 -1.3 1.7 0.238
H 2.3709 -1.2640 -3.4066 -2.0 0.4 1.8 0.317
H 0.5558 -0.7749 -3.5096 1.7 -0.6 2.0 0.268
Mn -0.0855 4.0395 -0.9694 -1.1 -0.3 0.0 1.722
```
Positions in Å, forces in eV/Å.

Which of these has the highest E_tot?
C38H50FeN2P